# 1
One molecule with the formula C6H6ClISi, computed with the ωB97M-V functional and the def2-TZVPD basis.

Properties
- Strongest force on any atom: 0.07678 Eh/bohr
- SMILES: Cl[Si@H](I)c1ccccc1
- Frontier orbital gap: 8.7 eV
- LUMO level: -0.40 eV
- Calculated total energy: -34821.0436 eV
- ΔE to the lowest compared entry with this formula, charge and spin: 0.000 eV

Structure (ORCA input):
```
! wB97M-V def2-TZVPD RIJCOSX def2/J DEFGRID3
* xyz 0 1
Cl -2.66 -2.39 -0.96
Si -2.15 -0.43 -0.96
I -1.60 0.27 -3.66
C -0.52 -0.14 -0.09
C 0.65 -0.67 -0.61
C 1.85 -0.38 -0.05
C 1.91 0.24 1.16
C 0.74 0.95 1.66
C -0.42 0.74 1.04
H -3.49 0.31 -0.71
H 0.77 -1.26 -1.58
H 2.66 -0.78 -0.53
H 2.95 0.53 1.45
H 0.60 1.61 2.57
H -1.30 1.40 1.28
*
```

Electronic structure analysis, Löwdin charges in units of e:
1. Cl 0.260
2. Si 0.036
3. I 0.090
4. C -0.386
5. C -0.144
6. C -0.121
7. C -0.041
8. C -0.085
9. C -0.152
10. H -0.036
11. H 0.127
12. H 0.087
13. H 0.117
14. H 0.126
15. H 0.122



# 2
C3H3Cl5Si as an isolated structure, computed with the ωB97M-V functional and the def2-TZVPD basis.

Properties
- Strongest force on any atom: 0.09300 Eh/bohr
- Frontier orbital gap: 8.9 eV
- LUMO level: 0.11 eV
- Calculated total energy: -73646.3320 eV
- ΔE to the lowest compared entry with this formula, charge and spin: 4.961 eV

Structure (ORCA input):
```
! wB97M-V def2-TZVPD RIJCOSX def2/J DEFGRID3
* xyz 0 1
C -2.59 -0.40 0.40
C -3.29 0.48 -0.31
C 0.25 1.57 0.70
Si -0.14 -0.25 -0.01
Cl -3.15 -1.47 1.50
Cl -5.03 0.79 -0.25
Cl -2.51 1.26 -1.61
Cl 2.00 1.28 0.41
Cl -0.04 1.97 2.39
H -0.02 2.54 0.04
H -0.12 -0.34 -1.53
H 0.02 -1.29 1.09
*
```

Electronic structure analysis, Löwdin charges in units of e:
1. C -0.918
2. C -1.274
3. C -1.279
4. Si 0.658
5. Cl 0.645
6. Cl 0.557
7. Cl 0.585
8. Cl 0.484
9. Cl 0.525
10. H 0.075
11. H -0.036
12. H -0.022



# 3
C39H65BCl20NO4P2S2 as an isolated structure, computed with the ωB97M-V functional and the def2-TZVPD basis.

Properties
- Strongest force on any atom: 0.18850 Eh/bohr
- Frontier orbital gap: 5.4 eV
- LUMO level: -4.89 eV
- Calculated total energy: -342524.1782 eV

Structure (ORCA input):
```
! wB97M-V def2-TZVPD RIJCOSX def2/J DEFGRID3
* xyz 1 1
C -5.11 7.33 -3.74
C -4.98 6.04 -2.99
C -4.80 4.56 -3.76
N -5.38 3.41 -2.91
C -4.47 2.48 -2.08
C -2.82 2.64 -1.99
C -2.19 2.10 -3.40
C -1.24 0.77 -3.27
C -0.36 0.31 -1.96
C 0.57 -1.06 -2.09
C 0.68 -1.97 -3.46
C -0.21 -1.53 -4.77
C -1.13 -0.19 -4.64
C -5.07 1.20 -1.18
S -4.01 0.00 -0.19
C -6.72 0.93 -1.12
C -7.41 -0.27 -0.22
O -8.49 0.01 0.57
O -6.91 -1.65 -0.16
P -7.11 -2.48 -1.68
S -8.34 -1.60 -2.93
C -7.63 1.96 -2.02
P -9.55 1.75 -2.09
O -10.34 2.98 -1.47
C -6.90 3.19 -2.88
B -7.98 4.16 -3.70
O -8.63 5.35 -3.05
C -8.39 3.88 -5.29
C -7.23 3.09 -6.14
H -4.33 7.54 -4.59
H -6.00 8.08 -3.50
H -5.01 6.11 -1.80
H -3.63 4.46 -3.92
H -5.25 4.58 -4.86
H -2.62 3.82 -1.95
H -2.34 2.21 -1.02
H -1.68 3.01 -3.97
H -3.11 1.78 -4.09
H -0.40 0.94 -0.97
H 1.24 -1.42 -1.17
H 1.36 -2.93 -3.59
H -0.18 -2.11 -5.80
H -1.75 0.15 -5.60
H -3.33 -0.90 -1.03
H -5.83 -2.82 -2.30
H -7.73 -3.77 -1.35
H -9.86 1.61 -3.52
H -10.02 0.53 -1.48
H -9.20 5.76 -3.78
H -8.61 4.90 -5.86
H -9.38 3.23 -5.36
H -7.77 2.64 -7.11
H -6.80 2.17 -5.56
H -6.38 3.80 -6.57
Cl 2.35 -1.82 3.49
C 2.48 -3.29 2.48
C 3.24 -3.03 1.19
Cl 2.34 -1.98 0.07
H 1.47 -3.65 2.28
H 3.00 -4.04 3.08
H 3.42 -3.98 0.67
H 4.22 -2.56 1.38
Cl -9.18 -6.68 -0.77
C -10.01 -5.90 0.60
C -9.04 -5.48 1.69
Cl -8.32 -6.87 2.54
H -10.76 -6.60 0.98
H -10.52 -5.02 0.20
H -9.56 -4.89 2.45
H -8.22 -4.87 1.29
Cl 5.12 -1.27 5.06
C 4.29 -0.49 6.43
C 5.26 -0.06 7.53
Cl 5.97 -1.46 8.37
H 3.53 -1.19 6.81
H 3.77 0.39 6.03
H 4.73 0.53 8.28
H 6.07 0.55 7.12
Cl -2.80 4.95 -6.39
C -2.94 5.99 -7.84
C -4.06 7.00 -7.71
Cl -5.67 6.23 -7.75
H -3.07 5.35 -8.71
H -1.98 6.51 -7.94
H -4.03 7.70 -8.55
H -3.99 7.58 -6.78
Cl -5.96 -2.01 -6.16
C -7.51 -2.24 -7.01
C -8.22 -0.92 -7.28
Cl -8.81 -0.15 -5.79
H -8.13 -2.91 -6.41
H -7.29 -2.74 -7.96
H -9.10 -1.09 -7.92
H -7.56 -0.21 -7.79
Cl 10.09 -6.11 6.89
C 9.41 -4.74 7.80
C 8.93 -3.62 6.88
Cl 10.29 -2.80 6.08
H 10.17 -4.39 8.51
H 8.56 -5.13 8.38
H 8.40 -2.87 7.47
H 8.25 -4.00 6.11
Cl 1.65 -4.33 -4.62
C 1.78 -5.80 -5.62
C 2.54 -5.54 -6.91
Cl 1.64 -4.50 -8.03
H 0.77 -6.17 -5.82
H 2.30 -6.55 -5.02
H 2.72 -6.49 -7.43
H 3.51 -5.08 -6.72
Cl 8.91 2.66 7.28
C 10.24 1.67 7.92
C 9.78 0.27 8.30
Cl 8.71 0.28 9.72
H 10.67 2.20 8.77
H 11.00 1.61 7.13
H 10.65 -0.35 8.56
H 9.25 -0.22 7.48
Cl 13.95 4.49 6.19
C 12.29 5.12 6.29
C 11.93 5.58 7.70
Cl 11.80 4.22 8.84
H 11.61 4.33 5.94
H 12.22 5.96 5.60
H 10.96 6.08 7.69
H 12.67 6.28 8.09
Cl 13.48 -5.70 11.23
C 13.63 -5.53 9.46
C 13.68 -4.08 9.02
Cl 12.12 -3.25 9.26
H 12.80 -6.07 9.00
H 14.56 -6.04 9.18
H 13.91 -4.02 7.95
H 14.45 -3.52 9.56
*
```

Löwdin atomic charge list, values in e, 99 entries:
1. C -0.002
2. C -0.102
3. C -0.157
4. N 0.002
5. C -0.002
6. C -0.152
7. C -0.194
8. C -0.154
9. C -0.024
10. C -0.074
11. C -0.103
12. C -0.059
13. C -0.035
14. C -0.349
15. S 0.717
16. C -0.027
17. C -0.341
18. O 0.012
19. O -0.336
20. P 0.440
21. S 0.166
22. C -0.119
23. P 0.762
24. O -0.468
25. C 0.078
26. B -0.343
27. O 0.035
28. C -0.163
29. C -0.170
30. H 0.055
31. H 0.096
32. H 0.125
33. H 0.070
34. H 0.108
35. H 0.129
36. H 0.095
37. H 0.117
38. H 0.121
39. H 0.083
40. H -0.143
41. H -0.113
42. H 0.085
43. H 0.090
44. H -0.079
45. H 0.017
46. H -0.007
47. H 0.012
48. H 0.018
49. H 0.124
50. H 0.124
51. H 0.117
52. H 0.087
53. H 0.072
54. H 0.035
55. Cl 0.528
56. C -0.645
57. C -0.600
58. Cl 0.683
59. H 0.070
60. H 0.078
61. H 0.079
62. H 0.076
63. Cl 0.527
64. C -0.665
65. C -0.671
66. Cl 0.545
67. H 0.073
68. H 0.071
69. H 0.076
70. H 0.054
71. Cl 0.503
72. C -0.662
73. C -0.648
74. Cl 0.538
75. H 0.070
76. H 0.074
77. H 0.078
78. H 0.061
79. Cl 0.584
80. C -0.629
81. C -0.644
82. Cl 0.565
83. H 0.076
84. H 0.080
85. H 0.081
86. H 0.046
87. Cl 0.520
88. C -0.652
89. C -0.635
90. Cl 0.506
91. H 0.071
92. H 0.077
93. H 0.079
94. H 0.069
95. Cl 0.534
96. C -0.677
97. C -0.653
98. Cl 0.531
99. H -0.028